Below is a cluster of 6 separate species, C35H56N3O17PS5 in total, with properties calculated with ωB97M-V/def2-TZVPD.

```
117
Properties=species:S:1:pos:R:3:forces:R:3
C 1.20774 -2.12480 4.26991 0.028 0.225 0.015
C 0.58286 -2.39488 3.13621 0.074 0.144 -0.020
C -0.30158 -1.49283 2.36659 -0.313 -0.165 -0.127
C -0.10203 -0.10512 2.20169 -0.541 -0.147 -0.308
C 1.11499 0.59474 2.76274 -0.017 0.121 -0.477
O 2.35332 -0.03654 2.40795 -0.124 -0.352 0.226
N 2.41384 -0.14054 1.00134 -0.012 -0.209 0.138
O 3.21457 -0.92926 0.69343 0.087 0.225 -0.073
C -1.03274 0.67696 1.47943 -0.154 0.316 -0.028
C -0.90111 2.18859 1.32467 0.366 -0.504 0.074
C -0.89925 2.84849 2.68104 0.124 0.093 -0.016
O -1.75454 2.65315 3.48435 -0.538 -0.097 0.444
O 0.15985 3.67938 2.96840 0.077 -0.232 -0.435
C -2.13365 0.04462 0.92486 0.626 0.119 0.567
C -2.31222 -1.31941 1.07327 0.214 -0.138 -0.070
C -1.41727 -2.12367 1.76034 -0.026 0.069 -0.204
N -1.63242 -3.52619 1.85604 -0.041 0.235 -0.454
C -0.95532 -4.28283 0.75590 0.527 -0.114 0.682
C 0.00626 -5.36640 1.26812 0.078 0.378 -0.313
C -3.56319 -1.68651 0.38215 0.148 0.396 0.453
O -3.94411 -2.72856 -0.03747 -0.403 -0.743 -0.034
N -4.30928 -0.43797 0.21467 0.004 0.357 -0.418
P -5.43578 -0.23232 1.46771 -0.398 -0.558 0.693
O -5.13956 -1.04404 2.66046 0.088 -0.115 0.024
C -3.27292 0.58432 0.14829 0.155 -0.518 0.375
O -3.38797 1.58347 -0.48769 -0.201 0.659 -0.029
H 1.11037 -1.17914 4.77410 0.014 0.178 0.106
H 1.86265 -2.84012 4.73754 -0.039 -0.238 0.082
H 0.67089 -3.38958 2.73944 0.073 -0.160 -0.134
H 1.17202 1.59764 2.36292 -0.063 0.210 -0.086
H 1.05921 0.66225 3.84250 0.327 -0.050 0.184
H -0.00942 2.40076 0.74736 0.159 0.212 0.023
H -1.75092 2.55921 0.76593 -0.142 0.075 -0.108
H 0.74324 3.16743 3.54455 0.323 0.477 0.447
H -2.62578 -3.66986 1.72844 -0.049 -0.122 0.169
H -1.69214 -4.74279 0.10663 -0.263 0.142 -0.076
H -0.37016 -3.56757 0.18334 -0.099 0.036 -0.355
H -0.00383 -6.21071 0.58637 -0.038 -0.243 0.049
H -0.23830 -5.68038 2.27648 -0.177 -0.153 0.071
H 1.02517 -4.98470 1.26814 0.146 -0.035 0.143
H -6.68744 -0.56717 0.93122 0.081 0.279 -0.286
H -5.44802 1.14467 1.74657 0.025 0.091 -0.568
O 1.67650 1.86887 -2.59150 0.041 -0.019 0.194
S 0.34681 1.33103 -2.42574 -0.271 -0.094 -0.145
O -0.10658 0.87855 -1.12757 0.303 0.021 -0.176
C -0.83380 2.50194 -3.08184 -0.169 0.153 -0.208
C -0.97515 2.10482 -4.54803 0.068 -0.088 -0.012
C -1.04492 0.57225 -4.56637 -0.158 0.102 0.235
C 0.07383 0.05222 -3.65260 -0.338 -0.115 -0.061
H -0.46138 3.51310 -2.93126 0.082 -0.050 0.102
H -1.76947 2.36129 -2.53949 0.027 -0.030 0.061
H -1.85937 2.55740 -4.99486 -0.003 0.005 -0.002
H -0.10172 2.43908 -5.11302 0.001 0.017 0.014
H -2.01292 0.24681 -4.17678 0.005 0.052 0.043
H -0.94489 0.17806 -5.57016 0.070 -0.071 -0.014
H -0.20678 -0.86877 -3.14631 0.089 0.040 0.121
H 1.00242 -0.09019 -4.18966 0.080 0.077 0.003
O -4.22443 -5.30304 -3.33366 0.123 -0.032 0.004
S -4.73481 -6.09618 -2.24491 -0.183 0.018 0.177
O -3.84827 -6.70828 -1.28821 0.186 0.061 -0.079
C -5.98954 -5.15438 -1.38417 -0.314 0.126 -0.010
C -7.28380 -5.49310 -2.11709 0.061 -0.094 -0.073
C -7.24187 -7.00691 -2.36775 0.013 0.047 0.023
C -5.84816 -7.34217 -2.91442 -0.312 -0.157 -0.017
H -5.73163 -4.09867 -1.41170 0.181 -0.041 0.017
H -6.01457 -5.50554 -0.35312 0.075 -0.011 0.006
H -8.15752 -5.20338 -1.53525 0.000 0.009 0.001
H -7.32143 -4.96111 -3.07021 0.005 0.029 0.014
H -7.40556 -7.53555 -1.42674 0.017 0.010 0.011
H -8.01995 -7.32432 -3.06052 0.004 -0.014 -0.003
H -5.50427 -8.32332 -2.59811 0.134 0.033 -0.023
H -5.80948 -7.26742 -3.99924 0.084 0.072 0.004
O 6.54724 4.34000 3.57816 -0.010 0.076 0.107
S 5.28266 4.17287 2.90618 -0.185 -0.100 -0.160
O 4.09973 4.84881 3.37190 0.131 0.143 0.098
C 5.51481 4.51245 1.16322 0.095 -0.084 -0.269
C 5.90432 3.16552 0.56444 0.003 -0.059 0.062
C 4.97324 2.13243 1.21146 -0.022 0.082 0.042
C 4.95277 2.41354 2.72129 -0.090 -0.258 -0.220
H 6.27471 5.28125 1.04533 -0.024 0.048 0.130
H 4.56133 4.86229 0.76859 -0.024 0.010 0.049
H 5.81077 3.17075 -0.52052 -0.004 -0.004 -0.003
H 6.94268 2.93478 0.81288 0.011 0.032 -0.006
H 3.96656 2.24478 0.80219 0.004 0.014 -0.017
H 5.29657 1.11314 1.00623 -0.020 -0.012 0.021
H 3.99010 2.18884 3.17396 0.036 0.083 0.133
H 5.73969 1.87425 3.24441 0.037 0.095 0.050
O 1.09618 2.48189 7.43240 0.093 -0.152 -0.070
S 1.66272 3.57354 6.68137 -0.146 0.288 -0.126
O 2.41115 3.33033 5.46828 -0.170 -0.382 -0.021
C 0.37567 4.76846 6.34286 -0.163 0.245 0.109
C 0.41058 5.70409 7.54709 0.091 -0.054 0.067
C 1.89623 5.96527 7.83311 -0.061 0.005 -0.058
C 2.61573 4.61088 7.79632 0.158 0.300 0.099
H -0.57192 4.24968 6.21461 0.070 -0.120 -0.066
H 0.64455 5.29022 5.42470 0.031 -0.058 -0.032
H -0.13196 6.62665 7.34761 -0.007 0.001 -0.004
H -0.05351 5.21954 8.40887 -0.029 -0.007 -0.016
H 2.30564 6.62041 7.06218 0.001 -0.026 -0.022
H 2.04275 6.45787 8.79309 0.015 -0.010 0.008
H 3.63128 4.69173 7.41686 0.003 -0.127 -0.046
H 2.61973 4.12652 8.77056 -0.055 -0.104 -0.047
O 1.12168 -0.35670 -6.33981 0.138 -0.176 -0.306
S 1.74448 -1.22572 -7.31353 0.171 -0.033 -0.211
O 1.32170 -2.59211 -7.45925 -0.147 0.016 0.155
C 1.71389 -0.40971 -8.90557 0.112 0.227 -0.171
C 3.00634 0.40045 -8.93758 0.040 -0.029 0.099
C 4.09276 -0.51902 -8.36286 -0.060 0.001 -0.034
C 3.52642 -1.15584 -7.08702 0.316 0.087 -0.085
H 0.81423 0.19620 -8.98304 -0.062 -0.080 0.090
H 1.71021 -1.18638 -9.66939 -0.023 -0.047 0.036
H 3.24478 0.72774 -9.94810 -0.004 0.006 -0.004
H 2.90415 1.28901 -8.31090 -0.028 0.009 -0.016
H 4.33231 -1.29817 -9.08874 -0.020 -0.008 -0.002
H 5.01173 0.02507 -8.15207 0.007 -0.008 0.012
H 3.89525 -2.16522 -6.92599 -0.109 -0.035 0.077
H 3.72342 -0.54524 -6.20771 -0.106 0.004 0.022
```
Forces are in eV/Å.

HOMO energy	-0.3160	Eh
total charge	0
Kohn-Sham gap	8.2	eV
electronic energy	-5142.77063	Ha
SMILES	C=Cc1c(CON=O)c(CC(=O)O)c2c(c1NCC)C(=O)N([PH2]=O)C2=O.O=S1(=O)CCCC1.O=S1(=O)CCCC1.O=S1(=O)CCCC1.O=S1(=O)CCCC1.O=S1(=O)CCCC1

Below is the molecule C5H5Br in a non-equilibrium geometry, with properties calculated with ωB97M-V/def2-TZVPD.

```
11
Properties=species:S:1:pos:R:3:forces:R:3
C 1.90233 1.14187 -0.06808 -0.177 0.846 0.407
C 1.21449 0.05726 0.10040 0.534 -1.202 -1.958
C 0.48226 -1.02744 0.11006 -0.520 0.203 -0.426
C -0.97205 -1.00337 -0.09515 -0.496 1.917 -0.417
C -1.63766 0.15955 0.11678 0.110 -1.563 -0.653
Br -3.56619 0.18546 0.03915 0.989 0.318 -0.108
H 1.74126 1.66475 0.85051 0.883 1.144 0.649
H 2.44406 1.67818 -0.89456 -0.906 -1.197 0.708
H 0.81675 -2.03998 0.16801 0.973 -0.267 0.572
H -1.37309 -1.90718 -0.56168 -0.422 0.293 0.771
H -1.05217 1.09092 0.23456 -0.967 -0.493 0.454
```
Forces are in eV/Å.

HOMO energy	-0.3147	Eh
total charge	0
Kohn-Sham gap	9.1	eV
ΔE to the lowest compared entry with this formula, charge and spin	93.1	kJ/mol
electronic energy	-2767.41935	Ha
SMILES	C=C=C/C=C/Br

Below is a cluster of 4 separate species, C35H51F9N3O12 in total in a non-equilibrium geometry, with properties calculated with ωB97M-V/def2-TZVPD.

```
110
Properties=species:S:1:pos:R:3:forces:R:3
C 3.70108 -6.94035 -1.45356 0.449 -0.236 -0.139
C 2.15503 -6.61654 -0.97980 0.585 -0.883 0.453
O 1.29189 -6.12702 -2.10528 1.170 0.653 1.763
C 1.08161 -4.68241 -1.92441 0.873 1.118 1.097
C 0.64157 -3.87653 -3.28150 0.412 -1.725 -0.441
O 0.47990 -2.43080 -3.07354 -0.109 -2.091 -2.378
N 0.65600 -2.05896 -1.80424 -0.596 1.648 3.642
C -0.69195 -1.80406 -1.22911 -2.011 -0.799 0.856
C -1.72847 -0.88570 -2.09548 -0.830 1.064 1.280
C -3.29133 -1.43776 -1.87222 0.083 1.341 0.046
C -4.04492 -0.66657 -0.59810 0.235 -0.057 0.267
N -5.26297 -1.45771 -0.08412 1.092 -1.482 0.800
C -4.83842 -2.59482 0.82269 1.343 -4.322 -1.866
C -4.65083 -2.32869 2.45496 0.166 -0.460 -0.559
O -4.55813 -3.81562 0.35968 -1.955 6.847 2.571
C 1.71940 -1.04358 -1.56714 -0.487 3.082 -0.917
C 1.16293 0.44260 -1.02226 -0.394 0.131 0.880
C 2.42991 1.46470 -0.63113 -0.997 0.408 0.301
C 2.62007 1.43049 0.99480 0.179 0.198 4.265
C 1.48518 2.24792 1.90923 2.428 -1.754 1.958
C 1.47775 2.29333 3.55262 2.837 -2.309 -2.645
C 2.65901 1.47562 4.36447 -0.376 0.123 -3.843
C 3.81908 0.66247 3.50894 -3.339 2.056 -1.685
C 3.78523 0.64452 1.83644 -2.668 1.928 2.051
C 2.38815 -0.69367 -3.03883 3.351 1.165 -7.545
O 2.11195 0.48846 -3.66103 0.366 -5.141 4.228
O 3.24744 -1.58928 -3.85149 -4.398 3.231 5.609
N 2.64389 -1.48551 -0.49764 2.423 -1.212 -0.783
C 2.06577 -2.22604 0.65375 0.755 -0.155 1.796
C 4.06193 -1.72409 -0.81639 4.285 2.071 -2.268
C 4.64983 -3.29048 -0.83108 0.422 0.568 1.045
O 4.99792 -0.79494 -1.15980 -6.314 -5.096 2.320
H 4.51352 -6.25671 -0.93807 -1.827 -1.228 -1.005
H 3.99355 -8.05871 -1.16262 -0.724 2.390 -0.754
H 3.81589 -6.79695 -2.61731 -0.351 -0.354 2.362
H 2.19823 -5.86519 -0.07978 -0.327 -1.207 -1.840
H 1.72933 -7.63575 -0.52842 0.530 2.283 -1.283
H 0.30386 -4.56156 -1.04048 1.381 -0.013 -1.887
H 2.12112 -4.23924 -1.54001 -2.344 -0.631 -1.000
H -0.38973 -4.33521 -3.67169 2.180 1.100 0.764
H 1.49218 -4.00434 -4.10779 -1.880 0.265 1.841
H -0.70507 -1.40775 -0.10245 0.529 -0.816 -2.572
H -1.22266 -2.87336 -1.14280 1.187 2.093 -0.270
H -1.72694 0.19440 -1.58650 0.060 -2.151 -1.230
H -1.45646 -0.71175 -3.21561 -0.402 -0.759 2.138
H -3.89458 -1.10021 -2.83064 1.036 -1.109 1.894
H -3.34234 -2.58807 -1.66005 0.087 2.181 -0.633
H -3.33890 -0.53929 0.33812 -1.197 -0.226 -1.975
H -4.45687 0.39345 -0.88134 0.990 -2.020 0.373
H -5.84776 -1.78709 -0.89270 1.142 -0.050 1.100
H -5.17869 -1.34900 2.82364 1.193 -1.888 -0.899
H -5.11086 -3.26426 3.02560 0.991 2.011 -1.427
H -3.47927 -2.32837 2.68378 -2.650 0.147 -0.529
H 0.58061 0.33563 0.01530 1.191 -0.112 -2.201
H 0.39341 0.93320 -1.75828 1.921 -0.988 1.179
H 2.05210 2.56220 -0.90578 0.898 -2.353 0.662
H 3.39478 1.25716 -1.25689 -1.816 0.146 1.469
H 0.63344 2.80025 1.32667 1.800 -1.120 1.243
H 0.59775 2.87993 4.10514 2.283 -1.479 -1.283
H 2.60774 1.49757 5.55360 0.297 -0.177 -3.158
H 4.64679 0.06204 4.10256 -1.904 1.425 -1.470
H 4.62365 0.04916 1.27857 -1.839 1.334 1.056
H 1.43859 -1.44733 1.30524 1.117 -1.846 -1.448
H 2.96863 -2.54511 1.36701 -1.909 0.778 -1.548
H 1.48389 -3.21289 0.41931 0.819 2.009 0.182
H 4.90426 -3.66292 -1.91304 -0.767 1.161 1.980
H 3.93435 -4.05433 -0.30986 1.238 1.501 -0.998
H 5.66306 -3.25060 -0.21376 -2.113 -0.140 -1.324
C 6.84990 4.80221 9.26661 0.203 -0.319 -0.061
C 5.33485 4.80259 9.17919 0.343 0.572 0.411
O 4.87799 3.73455 8.33583 -0.504 -1.911 0.341
C 4.79122 2.49683 8.92145 1.019 2.001 2.414
O 5.08205 2.27477 10.09408 -0.812 -0.004 -2.842
C 4.24652 1.46965 7.93170 -0.590 -1.971 -1.862
F 4.82535 1.56474 6.70006 -0.234 0.254 1.397
F 2.90438 1.61125 7.73170 1.035 0.273 0.645
F 4.43670 0.18296 8.33895 -0.002 1.522 0.067
H 7.29315 4.83789 8.26592 -0.128 0.129 0.123
H 7.20468 5.66130 9.84258 -0.092 -0.077 -0.074
H 7.21727 3.88900 9.74448 -0.107 0.158 0.044
H 4.99495 5.73692 8.72049 -0.099 -0.390 -0.172
H 4.87229 4.74409 10.17101 0.074 -0.245 -0.215
C 1.63228 2.18242 -7.10174 0.232 0.228 0.256
C 0.33570 2.88510 -7.45970 0.308 -0.919 -0.455
O 0.16531 4.06640 -6.66211 0.538 2.315 -0.224
C 0.82984 5.18710 -7.09210 0.635 -2.655 -2.147
O 1.54120 5.21670 -8.09311 -1.551 0.602 2.398
C 0.52160 6.37690 -6.18612 -0.201 1.840 1.723
F 0.57682 6.05932 -4.86057 0.029 -0.061 -1.321
F -0.72866 6.87760 -6.40418 0.859 -0.654 -0.185
F 1.38391 7.41790 -6.36030 -0.635 -1.237 -0.220
H 1.67308 1.97375 -6.02753 -0.073 -0.195 -0.144
H 1.72652 1.24096 -7.64983 -0.069 0.105 0.106
H 2.49828 2.80854 -7.33691 -0.141 -0.079 -0.117
H -0.51071 2.22704 -7.23730 0.044 0.389 0.211
H 0.28614 3.12317 -8.52833 0.062 0.246 0.237
C -10.33890 3.24358 0.33785 0.169 0.069 -0.331
C -10.31026 1.85485 0.94909 -0.078 0.612 0.483
O -10.17779 0.85623 -0.07360 1.427 -0.885 -0.850
C -8.90506 0.62397 -0.53039 0.644 2.371 2.364
O -7.91251 1.21773 -0.11657 -2.186 -1.738 -1.411
C -8.90223 -0.49126 -1.57329 0.130 -1.835 -1.907
F -9.90550 -0.36081 -2.48841 0.722 0.255 0.976
F -9.06238 -1.72270 -1.00820 0.120 1.239 -0.036
F -7.74417 -0.54922 -2.28964 -0.978 0.447 1.026
H -11.12424 3.31348 -0.42207 0.005 -0.032 0.209
H -10.51978 4.00085 1.10562 0.008 -0.128 -0.059
H -9.39275 3.47472 -0.16081 -0.071 -0.036 0.185
H -11.25833 1.66083 1.46138 0.141 -0.258 -0.312
H -9.51480 1.75814 1.69673 0.001 -0.074 -0.331
```
Forces are in eV/Å.

HOMO energy	-0.1649	Eh
total charge	-1
Kohn-Sham gap	6.2	eV
ΔE to the lowest compared entry with this formula, charge and spin	1874.5	kJ/mol
electronic energy	-3329.53590	Ha

Below is the molecule C2H5N3S2 in a non-equilibrium geometry, with properties calculated with ωB97M-V/def2-TZVPD.

```
12
Properties=species:S:1:pos:R:3:forces:R:3
H 1.52651 -2.06306 0.08582 0.190 -0.459 0.233
N 1.11165 -1.62019 0.91493 0.015 0.217 -0.721
C 0.61516 -0.54267 0.49696 0.331 -1.392 1.856
C -0.25289 0.33192 1.33805 2.929 1.979 -2.407
S -1.35448 0.79413 -0.13331 -0.001 2.048 1.419
N -1.28022 2.40112 0.01437 -0.333 -1.041 -0.673
H -1.88429 2.88922 -0.68264 0.329 -0.888 0.555
S 0.56747 -0.09155 -1.21000 -0.515 0.758 -0.318
N 0.31153 -1.48959 -1.79458 -0.526 -0.837 1.769
H 0.56796 -1.69760 -2.70683 0.604 0.303 -2.112
H -0.39115 -0.18104 2.28873 -1.060 0.476 -0.131
H 0.46275 1.26930 1.38851 -1.963 -1.164 0.529
```
Forces are in eV/Å.

HOMO energy (alpha / beta)	-0.2934 / -0.2933	Eh
total charge	0
Kohn-Sham gap (alpha / beta)	7.5 / 7.5	eV
ΔE to the lowest compared entry with this formula, charge and spin	525.7	kJ/mol
electronic energy	-1039.68312	Ha
SMILES	[H]/N=C1C/S(=N/[H])#S/1=N\[H]